Entry from the Open Molecules 2025 dataset: C9H28AgFO9 as an isolated structure at a distorted geometry (wB97M-V/def2-TZVPD).

Properties
**Gap between HOMO and LUMO (alpha / beta)**: 2.2 / 8.2 eV
**DFT total energy**: -1283.534626 Ha
**Expectation value of S²**: 0.750
**Charge**: -1
**Spin multiplicity**: 2
**Lowest unoccupied orbital energy (alpha / beta)**: 2.68 / 2.68 eV

Geometry (Å):
Ag  -20.56  10.35  -15.96
F  -22.93  11.27  -16.32
C  -21.78  11.01  -19.75
O  -22.13  10.16  -18.65
H  -21.98  10.49  -20.69
H  -22.33  11.95  -19.83
H  -20.75  11.36  -19.77
H  -22.44  10.75  -17.96
C  -20.65  7.43  -14.54
C  -21.17  6.06  -14.20
O  -21.54  5.32  -15.35
O  -21.57  8.17  -15.22
H  -19.76  7.41  -15.17
H  -20.34  7.96  -13.64
H  -22.05  6.13  -13.56
H  -20.39  5.44  -13.75
H  -20.86  4.73  -15.67
H  -22.21  8.43  -14.57
C  -21.51  12.03  -11.36
C  -21.09  10.75  -12.22
O  -20.82  11.07  -13.56
O  -22.68  12.60  -11.92
H  -20.72  12.78  -11.36
H  -21.75  11.74  -10.33
H  -21.89  10.01  -12.19
H  -20.19  10.30  -11.80
H  -20.11  11.71  -13.49
H  -22.80  13.46  -11.51
C  -18.28  10.62  -18.14
C  -18.84  9.24  -18.54
O  -19.21  8.53  -17.37
O  -19.28  11.42  -17.59
H  -17.80  11.15  -18.96
H  -17.44  10.54  -17.45
H  -18.03  8.67  -18.99
H  -19.62  9.33  -19.29
H  -19.87  7.86  -17.52
H  -19.27  12.20  -18.15
C  -17.34  11.24  -14.42
C  -17.93  12.67  -14.46
O  -18.67  12.96  -13.28
O  -18.29  10.16  -14.58
H  -16.79  11.03  -13.50
H  -16.61  11.12  -15.21
H  -18.55  12.80  -15.35
H  -17.08  13.35  -14.41
H  -18.61  13.89  -13.06
H  -18.02  9.39  -14.07

---

Entry from the Open Molecules 2025 dataset: C22H25MgN6O4S as an isolated structure (wB97M-V/def2-TZVPD).

Properties
**Gap between HOMO and LUMO**: 4.5 eV
**DFT total energy**: -2081.192297 Ha
**Charge**: -1
**ΔE to the lowest compared entry with this formula, charge and spin**: 65.01 kcal per mole
**Lowest unoccupied orbital energy**: 2.63 eV

Geometry (Å):
Mg  0.55  0.89  1.00
C  2.49  -2.66  2.41
C  2.24  -1.33  1.78
N  1.22  -0.50  2.27
N  0.80  -0.63  3.53
C  0.21  0.38  4.15
N  -0.39  0.03  5.39
S  0.15  1.95  3.49
C  2.92  -0.80  0.73
C  3.93  -1.49  -0.05
C  4.71  -0.81  -0.92
C  4.51  0.59  -1.12
C  3.44  1.15  -0.48
N  2.59  0.54  0.35
H  2.71  -2.57  3.48
H  3.36  -3.14  1.97
H  1.65  -3.35  2.31
H  0.89  -1.51  4.04
H  -1.28  -0.43  5.22
H  -0.59  0.88  5.90
H  4.07  -2.55  0.08
H  5.47  -1.34  -1.49
H  5.14  1.18  -1.77
H  3.22  2.20  -0.63
C  -3.34  1.18  2.08
C  -2.36  0.24  1.43
O  -1.39  0.79  0.81
C  -2.48  -1.12  1.61
C  -1.54  -2.05  1.06
C  -1.13  -3.25  1.88
N  -1.00  -1.97  -0.12
N  -1.63  -1.14  -0.99
C  -1.12  -0.26  -1.71
O  0.23  0.14  -1.60
C  -1.88  0.32  -2.85
C  -1.30  1.09  -3.85
C  -2.07  1.60  -4.89
C  -3.43  1.35  -4.94
C  -4.02  0.58  -3.94
C  -3.26  0.07  -2.91
H  -2.83  1.71  2.88
H  -4.22  0.67  2.47
H  -3.65  1.93  1.34
H  -3.19  -1.48  2.35
H  -2.01  -3.87  2.06
H  -0.73  -2.95  2.85
H  -0.40  -3.84  1.34
H  -0.23  1.26  -3.86
H  -1.59  2.18  -5.66
H  -4.03  1.75  -5.74
H  -5.09  0.37  -3.96
H  -3.71  -0.53  -2.13
C  1.71  3.06  -2.87
O  1.21  1.73  -2.72
C  0.59  1.42  -1.60
O  0.39  2.20  -0.69
H  1.64  3.29  -3.93
H  2.75  3.08  -2.55
H  1.12  3.76  -2.28

---

Entry from the Open Molecules 2025 dataset: C32H40ClN3O5P2SeTi as an isolated structure at a distorted geometry (wB97M-V/def2-TZVPD).

Properties
**Gap between HOMO and LUMO (alpha / beta)**: 6.2 / 7.1 eV
**DFT total energy**: -6177.770958 Ha
**Expectation value of S²**: 0.783
**Charge**: -1
**Spin multiplicity**: 2
**Lowest unoccupied orbital energy (alpha / beta)**: 2.22 / 2.01 eV

Geometry (Å):
Ti  -0.76  -0.53  0.66
C  2.56  -0.48  -3.82
C  1.56  0.60  -4.25
C  0.88  0.17  -5.55
P  0.52  1.03  -2.78
C  -0.37  2.61  -3.23
C  -1.73  2.70  -2.50
C  -0.49  3.04  -4.69
C  -0.78  -0.27  -2.91
C  -1.76  -0.23  -3.90
C  -2.68  -1.26  -4.08
C  -2.61  -2.37  -3.25
C  -1.66  -2.43  -2.25
C  -0.76  -1.37  -2.06
N  0.13  -1.40  -0.94
C  1.01  -2.48  -0.81
C  1.23  -3.40  -1.85
C  2.17  -4.41  -1.73
C  2.94  -4.54  -0.59
C  2.75  -3.63  0.44
C  1.79  -2.63  0.36
P  1.53  -1.39  1.67
C  3.01  -0.33  1.58
C  3.18  0.21  0.16
C  2.87  0.82  2.59
C  1.57  -2.17  3.34
C  0.58  -3.33  3.47
C  2.95  -2.57  3.87
H  3.34  -0.60  -4.58
H  2.06  -1.44  -3.71
H  3.03  -0.25  -2.87
H  2.13  1.52  -4.44
H  0.30  -0.74  -5.39
H  1.63  -0.06  -6.31
H  0.21  0.93  -5.96
H  0.27  3.34  -2.74
H  -2.54  2.37  -3.15
H  -1.93  3.73  -2.20
H  -1.76  2.08  -1.60
H  -1.20  2.43  -5.24
H  0.46  3.00  -5.22
H  -0.85  4.07  -4.74
H  -1.80  0.62  -4.57
H  -3.43  -1.19  -4.86
H  -3.31  -3.19  -3.36
H  -1.62  -3.28  -1.60
H  0.66  -3.32  -2.76
H  2.30  -5.10  -2.56
H  3.68  -5.33  -0.50
H  3.36  -3.71  1.33
H  3.88  -0.94  1.83
H  2.27  0.70  -0.20
H  3.42  -0.59  -0.54
H  3.99  0.95  0.13
H  2.02  1.45  2.31
H  3.77  1.43  2.60
H  2.69  0.47  3.61
H  1.20  -1.35  3.97
H  0.72  -4.08  2.69
H  -0.45  -2.99  3.39
H  0.72  -3.80  4.44
H  3.38  -3.41  3.34
H  2.83  -2.88  4.91
H  3.66  -1.74  3.86
Cl  -2.94  6.04  2.30
C  -2.10  4.59  1.79
C  -0.71  4.57  1.83
C  -0.04  3.42  1.43
C  -0.74  2.30  1.00
O  -0.06  1.19  0.64
C  -2.16  2.32  0.96
C  -2.93  1.23  0.49
O  -2.37  0.10  0.09
C  -2.82  3.51  1.36
H  -0.16  5.43  2.18
H  1.04  3.37  1.45
H  -4.01  1.29  0.44
H  -3.90  3.55  1.34
Se  -0.57  1.03  5.28
C  -1.01  0.29  3.71
N  -1.30  -0.20  2.68
O  -2.02  -4.42  0.94
N  -2.21  -3.22  0.88
O  -3.26  -2.70  0.57
O  -1.18  -2.47  1.18

---

Entry from the Open Molecules 2025 dataset: an isolated ion of composition C2H4NO3S and charge +1 at a distorted geometry (wB97M-V/def2-TZVPD).

Properties
**Gap between HOMO and LUMO (alpha / beta)**: 8.7 / 8.7 eV
**DFT total energy**: -756.747200 Ha
**Charge**: +1
**ΔE to the lowest compared entry with this formula, charge and spin**: 46.37 kcal per mole
**Lowest unoccupied orbital energy (alpha / beta)**: -6.40 / -6.40 eV

Geometry (Å):
C  0.21  -0.73  -0.63
C  1.02  -0.43  0.68
N  -1.09  1.20  -0.34
O  -1.76  2.00  -0.87
O  -0.17  0.48  -1.11
O  -1.19  0.93  0.90
S  -0.29  -0.12  1.91
H  1.00  -1.01  -1.40
H  -0.75  -1.32  -0.46
H  1.45  -1.41  0.93
H  1.59  0.40  0.39

---

Entry from the Open Molecules 2025 dataset: C33H36Cl5NOP2S4Ta as an isolated structure at a distorted geometry (wB97M-V/def2-TZVPD).

Properties
**Gap between HOMO and LUMO**: 6.3 eV
**DFT total energy**: -6042.378329 Ha
**Charge**: +1
**ΔE to the lowest compared entry with this formula, charge and spin**: 38.19 kcal per mole
**Lowest unoccupied orbital energy**: -4.08 eV

Geometry (Å):
Ta  0.16  0.40  -0.38
C  -2.19  3.92  1.91
C  -2.63  2.48  1.63
C  -4.11  2.30  1.97
P  -2.16  1.87  -0.05
C  -2.63  3.12  -1.31
C  -1.63  4.29  -1.38
C  -4.04  3.71  -1.21
C  -3.21  0.42  -0.30
C  -4.35  0.33  -1.10
C  -5.09  -0.84  -1.14
C  -4.71  -1.94  -0.39
C  -3.54  -1.89  0.36
C  -2.81  -0.72  0.39
N  -1.53  -0.67  1.09
C  -1.59  -0.59  2.54
C  -2.78  -0.84  3.21
C  -2.80  -0.84  4.60
C  -1.63  -0.61  5.31
C  -0.46  -0.34  4.63
C  -0.43  -0.29  3.24
P  1.04  0.26  2.32
C  1.56  1.73  3.32
C  0.59  2.89  3.14
C  3.01  2.18  3.14
C  2.38  -0.96  2.77
C  1.95  -2.41  2.99
C  3.56  -0.92  1.80
H  -2.25  4.10  2.98
H  -1.17  4.13  1.59
H  -2.85  4.63  1.42
H  -2.05  1.82  2.30
H  -4.74  2.94  1.36
H  -4.45  1.28  1.87
H  -4.25  2.60  3.01
H  -2.54  2.55  -2.24
H  -1.74  4.95  -0.52
H  -0.59  3.96  -1.43
H  -1.83  4.88  -2.27
H  -4.10  4.45  -0.41
H  -4.27  4.24  -2.14
H  -4.84  2.99  -1.05
H  -4.66  1.17  -1.71
H  -5.97  -0.89  -1.76
H  -5.29  -2.85  -0.42
H  -3.20  -2.77  0.90
H  -3.69  -1.04  2.67
H  -3.72  -1.03  5.12
H  -1.63  -0.64  6.39
H  0.44  -0.15  5.20
H  1.47  1.39  4.36
H  0.59  3.24  2.10
H  -0.43  2.62  3.41
H  0.88  3.74  3.76
H  3.22  2.56  2.14
H  3.21  2.99  3.84
H  3.73  1.39  3.36
H  2.71  -0.56  3.74
H  1.76  -2.91  2.05
H  2.76  -2.93  3.50
H  1.06  -2.50  3.61
H  3.30  -1.45  0.88
H  3.89  0.08  1.54
H  4.41  -1.44  2.25
O  -2.59  -2.23  -4.84
C  -1.94  -1.57  -4.10
S  -1.66  -1.93  -2.39
C  -0.80  -0.47  -1.99
C  -0.57  0.40  -3.08
S  0.32  1.78  -2.69
S  -1.20  0.02  -4.62
S  -0.35  -1.83  0.50
Cl  1.96  2.56  -0.14
C  2.91  1.26  -0.90
C  2.21  0.09  -1.05
C  2.90  -0.95  -1.66
Cl  2.14  -2.49  -1.86
C  4.22  -0.78  -2.08
Cl  5.08  -2.07  -2.84
C  4.88  0.44  -1.89
Cl  6.50  0.65  -2.40
C  4.22  1.50  -1.29
Cl  4.95  3.02  -1.01

---

Entry from the Open Molecules 2025 dataset: C29H33HfN3O7 as an isolated structure at a distorted geometry (wB97M-V/def2-TZVPD).

Properties
**Gap between HOMO and LUMO**: 6.8 eV
**DFT total energy**: -1863.953101 Ha
**ΔE to the lowest compared entry with this formula, charge and spin**: 19.27 kcal per mole
**Lowest unoccupied orbital energy**: 0.00 eV

Geometry (Å):
Hf  0.29  0.61  -0.39
C  -3.57  -2.33  -2.56
N  -2.84  -2.15  -1.32
C  -1.60  -2.89  -1.28
C  -0.54  -2.25  -2.18
C  0.86  -2.26  -1.58
N  1.17  -1.28  -0.52
C  2.49  -1.41  -0.22
C  3.42  -0.71  0.51
C  4.72  -1.31  0.59
C  5.78  -0.77  1.23
C  5.63  0.50  1.88
C  4.46  1.13  1.89
C  3.23  0.64  1.16
O  1.09  1.62  1.57
C  -3.63  -2.33  -0.12
C  -3.09  -1.40  0.97
C  -3.10  0.04  0.47
N  -2.08  0.38  -0.52
C  -2.51  1.19  -1.43
C  -1.79  1.91  -2.44
C  -2.45  2.98  -3.06
C  -1.81  3.79  -3.97
C  -0.49  3.52  -4.32
C  0.17  2.44  -3.78
C  -0.44  1.63  -2.81
O  0.17  0.58  -2.32
H  -3.90  -3.37  -2.71
H  -2.93  -2.04  -3.39
H  -4.44  -1.68  -2.57
H  -1.75  -3.95  -1.55
H  -1.23  -2.87  -0.25
H  -0.84  -1.23  -2.40
H  -0.48  -2.79  -3.13
H  1.56  -2.08  -2.41
H  1.05  -3.27  -1.19
H  2.93  -2.33  -0.63
H  4.84  -2.27  0.10
H  6.73  -1.27  1.25
H  6.49  0.93  2.38
H  4.35  2.10  2.35
H  -3.63  -3.38  0.23
H  -4.66  -2.05  -0.34
H  -2.08  -1.70  1.26
H  -3.73  -1.46  1.85
H  -2.98  0.72  1.32
H  -4.10  0.24  0.05
H  -3.57  1.45  -1.41
H  -3.47  3.20  -2.77
H  -2.33  4.64  -4.39
H  0.01  4.15  -5.04
H  1.19  2.22  -4.05
O  -2.13  2.89  1.71
C  -1.06  2.49  1.32
O  -0.62  2.44  0.13
C  -0.05  1.88  2.36
C  -0.60  0.53  2.88
C  -0.10  0.15  4.29
C  1.10  -0.77  4.00
C  1.29  -0.59  2.49
O  -0.05  -0.45  1.99
C  2.03  0.73  2.16
C  3.01  1.69  -0.01
O  3.80  2.59  -0.15
O  2.00  1.48  -0.78
H  0.17  2.59  3.18
H  -1.69  0.52  2.83
H  -0.87  -0.38  4.83
H  0.18  1.03  4.87
H  0.86  -1.81  4.23
H  1.99  -0.50  4.56
H  1.75  -1.45  2.01
H  2.40  1.19  3.10

---

Please write out number 1 again, unchanged.
Entry from the Open Molecules 2025 dataset: C9H28AgFO9 as an isolated structure at a distorted geometry (wB97M-V/def2-TZVPD).

Properties
**Gap between HOMO and LUMO (alpha / beta)**: 2.2 / 8.2 eV
**DFT total energy**: -1283.534626 Ha
**Expectation value of S²**: 0.750
**Charge**: -1
**Spin multiplicity**: 2
**Lowest unoccupied orbital energy (alpha / beta)**: 2.68 / 2.68 eV

Geometry (Å):
Ag  -20.56  10.35  -15.96
F  -22.93  11.27  -16.32
C  -21.78  11.01  -19.75
O  -22.13  10.16  -18.65
H  -21.98  10.49  -20.69
H  -22.33  11.95  -19.83
H  -20.75  11.36  -19.77
H  -22.44  10.75  -17.96
C  -20.65  7.43  -14.54
C  -21.17  6.06  -14.20
O  -21.54  5.32  -15.35
O  -21.57  8.17  -15.22
H  -19.76  7.41  -15.17
H  -20.34  7.96  -13.64
H  -22.05  6.13  -13.56
H  -20.39  5.44  -13.75
H  -20.86  4.73  -15.67
H  -22.21  8.43  -14.57
C  -21.51  12.03  -11.36
C  -21.09  10.75  -12.22
O  -20.82  11.07  -13.56
O  -22.68  12.60  -11.92
H  -20.72  12.78  -11.36
H  -21.75  11.74  -10.33
H  -21.89  10.01  -12.19
H  -20.19  10.30  -11.80
H  -20.11  11.71  -13.49
H  -22.80  13.46  -11.51
C  -18.28  10.62  -18.14
C  -18.84  9.24  -18.54
O  -19.21  8.53  -17.37
O  -19.28  11.42  -17.59
H  -17.80  11.15  -18.96
H  -17.44  10.54  -17.45
H  -18.03  8.67  -18.99
H  -19.62  9.33  -19.29
H  -19.87  7.86  -17.52
H  -19.27  12.20  -18.15
C  -17.34  11.24  -14.42
C  -17.93  12.67  -14.46
O  -18.67  12.96  -13.28
O  -18.29  10.16  -14.58
H  -16.79  11.03  -13.50
H  -16.61  11.12  -15.21
H  -18.55  12.80  -15.35
H  -17.08  13.35  -14.41
H  -18.61  13.89  -13.06
H  -18.02  9.39  -14.07